{
  "formula": "C38H30N2O18",
  "method": "ωB97M-V with the def2-TZVPD basis set",
  "species": ["C", "H", "H", "H", "C", "C", "C", "C", "O", "C", "O", "O", "C", "C", "C", "H", "C", "C", "C", "C", "O", "C", "H", "H", "O", "H", "C", "C", "C", "C", "C", "C", "H", "H", "O", "O", "N", "C", "C", "C", "O", "H", "O", "H", "H", "O", "H", "H", "H", "C", "C", "H", "O", "H", "O", "C", "H", "H", "N", "H", "C", "H", "H", "H", "C", "C", "C", "H", "H", "C", "H", "O", "O", "C", "C", "C", "H", "O", "C", "O", "H", "H", "C", "O", "C", "O", "H", "C"],
  "xyz": [[1.23973, 8.37167, 7.06103], [2.87450, 3.85742, 5.09954], [1.01683, -8.48062, -0.48856], [-2.34406, -2.03332, -7.46109], [-0.78897, 10.23610, 7.75588], [4.06643, -0.16590, 0.15227], [-2.58297, -4.41112, -0.45551], [-4.37341, 0.82663, -7.40750], [2.98956, -3.75753, 1.96526], [-2.47113, -2.07073, -1.06237], [-0.65230, 9.32074, 9.90385], [2.17305, 7.54239, 6.61454], [3.38451, -2.59473, 1.45707], [5.53664, 3.76535, 2.85310], [-3.91322, -2.70287, -3.56962], [-2.09541, -4.17048, 0.47807], [-3.88353, -5.09068, -2.81743], [4.54800, -0.47557, 1.53795], [-3.75275, -7.54880, -1.93016], [-0.73646, -8.38126, -1.68760], [5.25087, 0.34698, 2.09618], [0.80398, 8.34973, 8.32961], [-1.06900, -0.19964, -10.24086], [-4.29252, -1.85170, -2.99556], [4.44390, 1.00977, -0.34435], [5.29448, 1.62033, 3.75188], [-2.89480, -3.45176, -1.39749], [5.48965, 5.15128, 2.40372], [0.36776, -7.70315, -0.91178], [2.92283, -2.29747, 0.05958], [0.69232, 9.34790, 6.05794], [-3.55776, -3.78048, -2.57467], [-4.37635, -5.38113, -3.73874], [-4.75169, -3.03567, -4.17934], [-4.39451, -8.22717, -2.69674], [4.49493, 7.26459, 2.52143], [-3.04445, -7.99703, -0.79601], [-2.72571, -1.06824, -7.76353], [-3.81643, -0.50149, -6.98638], [4.14836, -1.73457, 2.14328], [2.78876, 6.36688, 4.36583], [0.98538, -7.13265, -1.60132], [-1.23565, -0.87408, -9.55520], [1.19088, 7.65462, 9.06105], [-1.66547, -9.32437, -0.00149], [-4.30089, -1.05281, -6.01469], [-1.40351, -8.94672, -3.33193], [-0.36761, -2.33866, -0.92644], [0.00466, -7.11470, -0.06731], [-2.23022, -0.39856, -8.81230], [-2.76943, 0.94258, -9.21811], [4.48849, -1.93747, 3.14896], [1.14001, 9.33481, 4.92734], [-3.11359, -1.21587, -1.26334], [4.56192, 2.04051, 4.24715], [4.51901, 3.31411, 3.86816], [-5.54752, 0.61977, -5.98919], [-1.15074, -1.42570, 0.49946], [-0.59982, -8.43824, -2.95223], [-2.29712, -9.85510, -1.53920], [4.57657, 5.99132, 2.90402], [-1.86639, 10.82634, 9.14145], [6.21326, 5.46003, 1.66261], [2.30307, 7.75859, 5.67129], [-1.96765, -8.97071, -0.99263], [-2.91579, -5.70261, -0.73115], [3.60909, 4.16432, 4.36854], [-3.06269, -2.39378, -4.17123], [-4.26830, 2.45623, -8.76454], [-2.70316, -6.95063, 0.09791], [3.75776, 7.65258, 3.02935], [-5.38598, 1.29099, -6.67836], [-2.37003, -7.07441, 1.24939], [-1.26079, -1.92465, -0.46317], [-3.54626, -6.04209, -1.90610], [-3.87675, 1.49816, -8.45336], [2.95357, -0.81530, -1.53590], [2.24585, -3.12799, -0.51545], [3.30537, -1.02591, -0.53587], [-1.74415, 11.05062, 8.19947], [4.98797, 1.43265, 0.34845], [2.45445, -4.18523, 1.26979], [-0.35404, 10.26350, 6.49040], [-2.26373, 1.50736, -10.16813], [-0.22389, 9.27969, 8.76507], [6.35409, 2.96688, 2.44424], [-0.75240, 10.94989, 5.75666], [3.58248, 5.54807, 3.93516]],
  "atomic_forces_ev_per_a": [[0.2, -0.3, 0.4], [0.0, 0.0, 0.0], [-0.1, 0.0, 0.1], [0.0, 0.0, 0.0], [-0.2, 0.3, -0.4], [-0.1, 0.2, -0.5], [0.3, -0.2, 0.6], [-0.2, 0.4, -0.2], [-0.1, 0.1, -0.4], [0.5, -0.5, 0.0], [-0.2, 0.2, 0.0], [-0.3, 0.6, 0.1], [0.2, -0.1, 0.5], [0.1, 0.4, -0.2], [-0.5, -0.3, 0.9], [-0.1, 0.2, 0.0], [-0.6, -0.3, -1.1], [-0.1, -0.5, 0.4], [-0.1, 1.2, -0.2], [0.1, 0.4, -0.7], [0.0, 0.1, -0.2], [-0.2, 0.1, 0.1], [0.1, 0.0, 0.0], [0.2, 0.2, -0.3], [0.1, -0.1, 0.4], [-0.1, -0.2, -0.1], [0.8, 1.6, -0.9], [0.0, -0.2, 0.0], [-0.1, -0.5, 0.3], [0.0, 0.4, -0.4], [-0.4, 0.4, -0.1], [-0.2, 0.6, -0.6], [0.0, 0.1, 0.0], [0.3, 0.0, -0.3], [0.9, 0.4, 0.5], [-0.2, -0.2, 0.3], [0.6, -1.3, 0.3], [-0.1, 0.0, 0.2], [0.4, -0.4, -0.1], [0.1, 0.2, 0.0], [0.2, 0.1, -0.4], [-0.2, 0.2, 0.1], [-0.1, 0.3, -0.1], [0.0, 0.0, 0.0], [-0.2, 0.0, 0.0], [-0.2, 0.3, 0.0], [0.1, 0.1, -0.3], [-0.2, -1.3, 0.9], [0.0, 0.1, -0.2], [0.2, -0.5, 0.1], [-0.4, 0.4, 0.1], [0.0, 0.0, 0.0], [0.2, -0.2, 0.0], [-0.6, -0.3, 1.1], [0.4, 0.4, -0.3], [-0.4, -0.2, 0.4], [0.0, 0.0, 0.0], [0.3, 1.4, -0.9], [-0.4, -0.2, 0.3], [-0.3, 0.3, -0.1], [0.3, 0.2, -0.3], [0.0, 0.0, 0.0], [0.0, 0.0, 0.0], [0.1, -0.3, -0.1], [0.5, -0.8, 0.9], [0.0, -1.0, 0.8], [-0.1, 0.2, 0.0], [-0.1, 0.0, -0.1], [0.0, 0.0, 0.0], [-0.6, 1.1, -0.6], [0.0, 0.1, 0.0], [0.2, -0.3, 0.1], [0.2, -0.1, -0.8], [-0.2, 0.4, 0.1], [-0.3, -1.3, 0.4], [0.1, 0.0, -0.2], [0.0, 0.0, 0.0], [-0.1, -0.2, 0.2], [-0.1, -0.2, 0.0], [0.1, -0.2, 0.2], [0.1, 0.1, 0.0], [0.0, -0.1, 0.0], [0.1, -0.1, -0.2], [0.2, -0.2, -0.1], [0.4, -0.5, 0.1], [0.0, -0.2, 0.1], [0.0, 0.0, 0.0], [-0.1, -0.5, 0.3]],
  "lowdin_charge": [-0.2314, 0.1386, 0.0869, 0.1367, -0.2388, -0.2285, 0.0486, -0.2350, 0.1213, -0.1081, 0.1038, 0.0996, -0.2323, -0.3120, -0.0372, 0.1306, 0.0391, -0.2899, -0.3341, -0.3919, 0.0905, 0.0726, 0.1218, 0.0807, 0.1221, 0.0945, -0.1785, 0.0765, -0.0354, -0.3139, -0.3104, -0.1952, 0.1372, 0.0799, 0.1355, 0.1194, 0.0407, 0.0771, -0.3037, 0.0832, 0.0884, 0.0775, 0.1186, 0.1344, 0.1277, 0.0948, 0.0532, 0.0575, 0.0672, -0.2360, -0.3149, 0.1386, 0.1104, 0.1009, 0.1119, -0.2248, 0.1191, 0.0647, 0.1493, 0.1282, -0.2318, 0.1191, 0.1365, 0.0773, -0.0838, -0.0743, 0.0807, 0.0850, 0.1369, -0.3513, 0.1206, 0.1159, 0.1355, 0.0112, -0.0676, 0.0764, 0.1375, 0.1019, 0.0787, 0.1119, 0.1147, 0.1203, 0.0729, 0.1139, -0.3208, 0.1107, 0.1348, -0.2902],
  "smiles": "[H]/N=C(/C)CN1C(=O)c2cc(C)c(C=C)cc2C1=O.O=C1C=C(O)C(=O)C=C1O.O=C1C=C(O)C(=O)C=C1O.O=C1C=C(O)C(=O)C=C1O.O=C1C=C(O)C(=O)C=C1O",
  "largest_force_ev_per_a": 1.978,
  "lumo_energy_ev": -1.822,
  "orbital_gap_ev": 6.80,
  "mol_weight_g_mol": 802.7
}